<w>
Molecular formula: C5H8N2
Method: DFT, the ωB97M-V functional and the def2-TZVPD basis

Calculated values
SMILES string = C=[NH+]/C=[N+]1/CC1=C
E_HOMO = -0.7261 Eh
Kohn-Sham gap = 8.979 eV
molecular weight = 96.1 g/mol

Structure (ORCA input):
```
! wB97M-V def2-TZVPD RIJCOSX def2/J DEFGRID3
* xyz 2 1
C -1.572 -0.858 1.560
N -0.326 -0.757 1.814
C 0.705 -0.817 0.802
N 0.610 -0.238 -0.284
C 1.551 0.075 -1.386
C 0.221 0.720 -1.315
C -0.707 1.581 -1.520
H -2.350 -0.936 2.296
H -2.042 -1.044 0.522
H 0.216 -0.597 2.726
H 1.470 -1.456 1.243
H 2.423 0.729 -1.054
H 1.786 -0.600 -2.108
H -1.403 1.932 -0.904
H -0.581 2.265 -2.390
*
```

=====

<x>
Molecular formula: C5H8N2
Method: DFT, the ωB97M-V functional and the def2-TZVPD basis

Calculated values
E_HOMO = -0.7611 Eh
Kohn-Sham gap = 8.079 eV
molecular weight = 96.1 g/mol

Structure (ORCA input):
```
! wB97M-V def2-TZVPD RIJCOSX def2/J DEFGRID3
* xyz 2 1
C -1.490 -0.751 0.173
C 0.228 -0.200 1.782
C 0.036 0.498 -1.229
C 1.201 -0.057 -0.439
C -1.316 0.097 -0.971
N 1.184 0.234 1.036
N -0.780 -0.876 1.233
H -2.366 -1.451 0.030
H 0.348 -0.146 2.816
H -0.354 1.387 -0.635
H 0.382 0.817 -2.225
H 1.028 -1.026 -0.698
H 2.102 0.382 -0.741
H -2.156 0.437 -1.701
H 1.954 0.654 1.569
*
```

=====

<x> wins, 0.0122 hartree ahead of the next structure.

=====

<w>
Molecular formula: C2H4N2OS
Method: DFT, the ωB97M-V functional and the def2-TZVPD basis

Calculated values
SMILES string = O=CN/C=N\S
E_HOMO = -0.3303 Eh
Kohn-Sham gap = 9.332 eV
molecular weight = 104.1 g/mol

Structure (ORCA input):
```
! wB97M-V def2-TZVPD RIJCOSX def2/J DEFGRID3
* xyz 0 1
O -1.201 -1.411 -0.515
C -0.315 -1.769 0.371
N 0.855 -1.045 0.517
C 1.434 0.192 -0.115
N 0.909 1.223 -0.451
S -0.767 1.452 -0.034
H -0.268 -2.768 0.943
H 1.478 -1.393 1.436
H 2.664 0.271 -0.143
H -1.055 0.160 0.425
*
```

=====

<x>
Molecular formula: C2H4N2OS
Method: DFT, the ωB97M-V functional and the def2-TZVPD basis

Calculated values
SMILES string = NN(C=O)C=S
E_HOMO = -0.3281 Eh
Kohn-Sham gap = 8.596 eV
molecular weight = 104.1 g/mol

Structure (ORCA input):
```
! wB97M-V def2-TZVPD RIJCOSX def2/J DEFGRID3
* xyz 0 1
N -1.363 0.435 -1.128
N -0.155 -0.226 -0.571
C 0.863 -0.896 -1.418
O 1.763 -1.472 -0.945
C 0.156 -0.172 0.706
S -0.486 1.083 1.651
H -1.228 1.371 -0.564
H -2.171 -0.233 -0.602
H 0.666 -0.705 -2.601
H 0.923 -1.047 1.083
*
```

=====

<x> wins, 0.0021 hartree ahead of the next structure.

=====

<w>
Molecular formula: C2H4N2OS
Method: DFT, the ωB97M-V functional and the def2-TZVPD basis

Calculated values
SMILES string = [H]/N=C\N(S)C=O
E_HOMO = -0.3609 Eh
Kohn-Sham gap = 9.560 eV
molecular weight = 104.1 g/mol

Structure (ORCA input):
```
! wB97M-V def2-TZVPD RIJCOSX def2/J DEFGRID3
* xyz 0 1
H 2.130 -0.557 0.086
N 1.577 -1.362 -0.084
C 0.305 -1.175 -0.052
N -0.355 0.009 0.303
S -2.022 -0.073 -0.252
C 0.306 1.240 -0.032
O 1.511 1.314 -0.240
H -0.148 -2.106 -0.553
H -2.898 0.556 1.022
H -0.407 2.154 -0.198
*
```

=====

<x>
Molecular formula: C2H4N2OS
Method: DFT, the ωB97M-V functional and the def2-TZVPD basis

Calculated values
SMILES string = N/N=C\SC=O
E_HOMO = -0.3145 Eh
Kohn-Sham gap = 8.918 eV
molecular weight = 104.1 g/mol

Structure (ORCA input):
```
! wB97M-V def2-TZVPD RIJCOSX def2/J DEFGRID3
* xyz 0 1
N -0.546 2.198 -0.281
N -1.423 1.168 -0.139
C -0.788 -0.010 -0.219
S 0.965 -0.296 -0.130
C 1.100 -2.094 0.230
O 0.222 -2.722 0.672
H 0.500 1.949 -0.031
H -0.775 3.164 0.040
H -1.410 -0.913 -0.411
H 2.155 -2.444 0.268
*
```

=====

<y>
Molecular formula: C2H4N2OS
Method: DFT, the ωB97M-V functional and the def2-TZVPD basis

Calculated values
SMILES string = N/N=C/C(O)=S
E_HOMO = -0.3293 Eh
Kohn-Sham gap = 8.456 eV
molecular weight = 104.1 g/mol

Structure (ORCA input):
```
! wB97M-V def2-TZVPD RIJCOSX def2/J DEFGRID3
* xyz 0 1
N -0.016 0.887 -1.749
N 0.477 0.346 -0.578
C -0.419 -0.278 0.111
C -0.012 -0.870 1.372
O 1.273 -0.595 1.622
S -0.994 -1.717 2.315
H -0.987 1.195 -1.653
H 0.642 1.532 -2.189
H -1.569 -0.380 -0.078
H 1.605 -0.118 0.827
*
```

=====

<z>
Molecular formula: C2H4N2OS
Method: DFT, the ωB97M-V functional and the def2-TZVPD basis

Calculated values
E_HOMO = -0.3526 Eh
Kohn-Sham gap = 8.994 eV
molecular weight = 104.1 g/mol

Structure (ORCA input):
```
! wB97M-V def2-TZVPD RIJCOSX def2/J DEFGRID3
* xyz 0 1
C -1.096 -0.185 0.070
C 0.108 0.560 0.061
H -0.175 -1.810 1.114
H -1.599 -2.242 -0.011
H -2.058 1.274 -0.577
H 2.424 0.596 0.973
N -0.749 -1.508 0.340
N -2.196 0.333 -0.403
O 0.163 1.719 0.356
S 1.666 -0.350 -0.293
*
```

=====

<y> wins, 0.0276 hartree ahead of the next structure.